[1]
Entry from OMol25: a molecular structure, C4H8GaO3 at a distorted geometry (ωB97M-V/def2-TZVPD).

Atoms and positions in Å:
C 2.117 0.116 0.231
C 0.855 -1.091 -0.058
O 0.467 -0.809 -1.216
O 1.859 1.205 -0.522
H 3.061 -0.416 -0.011
H 2.045 0.269 1.328
H 1.343 -2.064 0.121
Ga 0.239 1.072 -1.208
O -1.340 1.295 -0.421
C -2.083 0.460 0.278
C -3.379 0.034 -0.344
H -1.173 -0.573 0.510
H -4.122 0.837 -0.231
H -3.752 -0.855 0.181
H -3.240 -0.213 -1.405
H -2.177 0.826 1.329

Properties
ΔE to the lowest compared entry with this formula, charge and spin: 1.3979 eV
Frontier orbital gap (spin up / spin down): 8.48 / 6.10 eV
⟨S²⟩: 0.7689
DFT total energy: -2306.784999 Ha
Charge: +2
Spin multiplicity: 2



[2]
Entry from OMol25: 2 unconnected molecules or ions with the total composition C4H8IN2 at a distorted geometry (ωB97M-V/def2-TZVPD).

Atoms and positions in Å:
I 3.308 -0.422 3.198
C 4.233 1.449 2.893
H 4.431 1.608 1.820
H 5.190 1.497 3.439
H 3.581 2.262 3.255
C -1.117 -1.024 -2.036
C -2.377 -0.932 -2.564
C -2.466 -0.234 -0.454
N -1.209 -0.586 -0.738
N -3.181 -0.443 -1.564
H -0.179 -1.361 -2.478
H -2.756 -1.173 -3.557
H -2.836 0.149 0.497
H -0.424 -0.532 -0.064
H -4.197 -0.258 -1.644

Properties
ΔE to the lowest compared entry with this formula, charge and spin: 0.0000 eV
Frontier orbital gap: 8.18 eV
DFT total energy: -564.179509 Ha
Charge: +1



[3]
Entry from OMol25: a molecular structure, C4H8INO3 at a distorted geometry (ωB97M-V/def2-TZVPD).

Atoms and positions in Å:
C 0.379 1.573 0.858
C 1.362 -1.143 -0.783
C -0.461 1.026 -0.271
C -0.153 -0.852 -0.546
N -0.740 -1.362 0.710
O -1.938 -1.459 0.613
O -0.088 -1.417 1.725
O -1.814 1.129 -0.214
I -1.275 -1.326 -2.220
H 0.034 2.607 0.964
H 0.379 1.038 1.871
H 1.588 1.592 0.668
H 1.964 -0.171 -0.566
H 1.687 -1.968 -0.286
H 1.409 -1.316 -1.836
H -0.234 1.561 -1.231
H -2.100 0.490 0.543

Properties
ΔE to the lowest compared entry with this formula, charge and spin: 4.1766 eV
Frontier orbital gap: 9.38 eV
DFT total energy: -735.210023 Ha



[4]
Entry from OMol25: a molecular structure, C4H8INOS at a distorted geometry (ωB97M-V/def2-TZVPD).

Atoms and positions in Å:
C 0.178 -2.273 1.610
C 0.091 -1.991 0.372
C -1.535 1.010 -0.541
C -0.383 0.711 0.217
N 0.871 0.169 -1.921
O 1.559 2.401 -0.550
S 1.149 0.990 -0.626
I -0.374 1.325 2.239
H 0.500 -3.206 2.054
H -0.013 -1.549 2.327
H -0.214 -1.809 -0.563
H -2.420 0.290 -0.434
H -1.165 1.122 -1.636
H -1.995 2.072 -0.373
H 1.685 0.371 -2.464
H 2.067 0.367 0.287

Properties
ΔE to the lowest compared entry with this formula, charge and spin: 6.4494 eV
Frontier orbital gap (spin up / spin down): 7.11 / 8.68 eV
DFT total energy: -982.809196 Ha



[5]
Entry from OMol25: a molecular structure, C4H8INS at a distorted geometry (ωB97M-V/def2-TZVPD).

Atoms and positions in Å:
C -0.610 1.147 0.452
C 1.378 -1.152 -0.639
C -2.158 -0.299 1.406
C 2.038 -0.830 -1.723
N -1.533 0.338 0.275
S 0.132 1.823 -1.034
I 3.863 -0.001 -1.598
H -0.203 1.462 1.395
H 0.528 -1.811 -0.461
H 1.797 -0.953 0.350
H -0.076 2.919 -0.538
H -3.031 -0.583 0.881
H -2.188 0.329 2.279
H -1.541 -1.136 1.635
H 1.604 -1.251 -2.680

Properties
ΔE to the lowest compared entry with this formula, charge and spin: 2.4829 eV
Frontier orbital gap: 9.67 eV
DFT total energy: -907.738057 Ha



[6]
Entry from OMol25: a molecular structure, C4H8KO3 at a distorted geometry (ωB97M-V/def2-TZVPD).

Atoms and positions in Å:
O 0.829 -0.204 -0.449
K 2.287 -0.446 1.837
O 0.064 -0.353 1.583
C -0.300 -0.428 0.350
O -1.331 -0.836 -0.173
C -2.716 0.270 3.243
C 0.663 -0.018 -1.851
C 2.019 0.249 -2.461
H -3.244 -0.678 3.134
H -2.327 0.496 4.236
H -3.201 1.093 2.714
H 0.203 -0.917 -2.285
H -0.023 0.826 -2.011
H 2.700 -0.595 -2.284
H 1.910 0.382 -3.546
H 2.467 1.159 -2.040

Properties
ΔE to the lowest compared entry with this formula, charge and spin: 0.0000 eV
Frontier orbital gap (spin up / spin down): 7.27 / 7.92 eV
⟨S²⟩: 0.7532
DFT total energy: -982.820621 Ha
Spin multiplicity: 2



Q: Which of these has the lowest DFT total energy?
A: C4H8GaO3



Q: Look up the ΔE to the lowest compared entry with this formula, charge and spin of the fourth one.
A: 6.4494 eV



Q: The lowest DFT total energy belongs to which entry?
A: C4H8GaO3